Entry 1:
This record from the Open Molecules 2025 dataset describes the molecule C4H10N2O at a distorted geometry. The level of theory is ωB97M-V/def2-TZVPD.

Properties
SMILES string: C[C@H](C=O)NCN
2S+1: 1
molar mass: 102.14 g mol⁻¹
total charge: 0
energy above the lowest of the compared OMol25 structures with the same formula, charge and spin: 77.1 kcal/mol

Last column: Löwdin charge in e.
Atoms and positions in Å:
C -0.411 1.399 -1.648  0.01
C -0.745 0.377 -0.456  -0.40
C -1.562 1.081 0.508  -0.20
O -2.794 1.398 0.353  0.00
N 0.450 -0.106 0.111  -0.07
C 0.675 -1.203 0.980  -0.38
N 2.042 -1.700 1.004  -0.05
H -0.474 2.395 -1.135  0.10
H -1.180 1.300 -2.372  0.06
H 0.581 1.028 -1.986  0.09
H -1.427 -0.409 -0.798  0.16
H -1.072 1.418 1.384  0.11
H 1.203 0.632 0.124  0.15
H 0.208 -1.157 1.952  0.10
H 0.193 -2.103 0.563  0.11
H 1.928 -2.681 1.445  0.10
H 2.386 -1.668 -0.032  0.11



Entry 2:
This record from the Open Molecules 2025 dataset describes the molecule C4H10N2O at a distorted geometry. The level of theory is ωB97M-V/def2-TZVPD.

Properties
SMILES string: [H]/N=C\N(C)OCC
2S+1: 1
molar mass: 102.14 g mol⁻¹
total charge: 0
energy above the lowest of the compared OMol25 structures with the same formula, charge and spin: 128.7 kcal/mol

Last column: Löwdin charge in e.
Atoms and positions in Å:
H -1.708 2.164 -0.475  0.03
N -1.902 1.864 0.480  0.09
C -0.990 1.147 0.986  -0.29
N 0.162 0.655 0.390  -0.31
C 0.723 1.289 -0.784  -0.05
O 1.155 0.115 1.274  -0.10
C 0.414 -1.362 0.691  -0.10
C 0.001 -1.801 -0.694  -0.09
H -1.092 0.796 2.011  0.12
H 1.670 0.816 -1.027  0.09
H 0.908 2.343 -0.572  0.09
H 0.052 1.200 -1.639  0.09
H 1.288 -1.915 1.025  0.09
H -0.375 -1.477 1.429  0.10
H -0.951 -1.369 -0.997  0.08
H -0.125 -2.890 -0.664  0.09
H 0.769 -1.575 -1.433  0.08



Entry 3:
This record from the Open Molecules 2025 dataset describes C4H10N2O as an isolated structure at a distorted geometry. The level of theory is ωB97M-V/def2-TZVPD.

Properties
2S+1: 1
molar mass: 102.14 g mol⁻¹
total charge: 0
energy above the lowest of the compared OMol25 structures with the same formula, charge and spin: 118.9 kcal/mol

Last column: Löwdin charge in e.
Atoms and positions in Å:
C -0.616 -0.315 0.601  -0.21
C -0.498 0.187 -1.913  -0.12
C 0.050 -1.426 1.340  -0.05
N 0.074 0.698 -0.680  -0.18
N 1.511 0.422 -0.679  0.04
C -0.435 1.051 1.146  -0.36
O 0.520 1.621 1.682  -0.02
H -1.650 -0.514 0.309  0.13
H 1.889 0.934 -1.475  0.08
H 1.875 0.918 0.134  0.07
H -1.432 1.236 1.631  0.13
H -1.574 0.359 -1.904  0.08
H -0.079 0.742 -2.755  0.08
H -0.282 -0.877 -2.075  0.09
H -0.352 -1.474 2.356  0.09
H 1.110 -1.188 1.455  0.08
H -0.111 -2.373 0.827  0.08



Entry 4:
This record from the Open Molecules 2025 dataset describes a 2-piece molecular cluster, C4H10N2O overall at a distorted geometry. The level of theory is ωB97M-V/def2-TZVPD.

Properties
2S+1: 1
molar mass: 102.14 g mol⁻¹
total charge: 0
energy above the lowest of the compared OMol25 structures with the same formula, charge and spin: 121.0 kcal/mol

Last column: Löwdin charge in e.
Atoms and positions in Å:
C -1.659 -0.672 -0.023  -0.21
N -2.230 -1.393 -0.970  -0.13
N -1.867 0.633 0.185  0.17
O -1.086 -1.995 -1.539  -0.30
H -2.810 -0.891 -1.645  0.13
H -1.010 -1.187 0.671  0.14
H -2.333 1.187 -0.517  0.12
H -1.261 1.114 0.836  0.09
C 1.808 -0.593 -0.257  -0.11
C 1.499 0.827 0.089  -0.25
C 1.347 1.314 1.318  -0.05
H 1.434 1.510 -0.755  0.10
H 1.027 -1.022 -0.892  0.05
H 2.744 -0.649 -0.820  0.08
H 1.906 -1.212 0.636  0.08
H 1.125 2.360 1.494  0.05
H 1.366 0.669 2.190  0.06



Entry 5:
This record from the Open Molecules 2025 dataset describes the molecule C4H10N2O at a distorted geometry. The level of theory is ωB97M-V/def2-TZVPD.

Properties
SMILES string: CCNC(=O)CN
2S+1: 1
molar mass: 102.14 g mol⁻¹
total charge: 0
energy above the lowest of the compared OMol25 structures with the same formula, charge and spin: 37.5 kcal/mol

Last column: Löwdin charge in e.
Atoms and positions in Å:
C 1.225 1.914 -0.673  -0.11
C 1.639 0.471 -0.377  -0.23
N 0.889 -0.208 0.673  0.03
C -0.240 -0.973 0.505  -0.48
O -0.415 -2.022 1.089  0.07
C -1.278 -0.566 -0.545  -0.18
N -1.668 0.843 -0.344  0.01
H 1.056 2.166 -1.718  0.07
H 0.465 2.305 -0.010  0.05
H 2.107 2.541 -0.464  0.06
H 2.670 0.446 -0.030  0.11
H 1.487 -0.113 -1.282  0.11
H 1.133 -0.002 1.626  0.14
H -0.942 -0.711 -1.572  0.11
H -2.126 -1.250 -0.438  0.11
H -2.044 0.916 0.592  0.08
H -2.357 1.128 -1.025  0.07



Entry 6:
This record from the Open Molecules 2025 dataset describes a 2-piece molecular cluster, C4H10N2O overall at a distorted geometry. The level of theory is ωB97M-V/def2-TZVPD.

Properties
SMILES string: COC#N.CNC
2S+1: 1
molar mass: 102.14 g mol⁻¹
total charge: 0
energy above the lowest of the compared OMol25 structures with the same formula, charge and spin: 71.5 kcal/mol

Last column: Löwdin charge in e.
Atoms and positions in Å:
C 1.957 0.457 1.208  -0.03
O 1.171 1.595 1.588  -0.01
C -0.074 1.579 1.330  -0.38
N -1.222 1.648 1.317  0.17
H 1.346 -0.287 0.693  0.06
H 2.377 0.016 2.117  0.10
H 2.758 0.809 0.554  0.10
C -0.128 0.168 -1.559  -0.12
N -0.274 -0.954 -0.559  -0.20
C -1.649 -1.114 -0.133  -0.16
H 0.902 0.155 -1.912  0.07
H -0.791 -0.007 -2.417  0.07
H -0.402 1.161 -1.207  0.06
H 0.027 -1.804 -1.034  0.10
H -2.336 -1.345 -0.958  0.07
H -1.697 -1.898 0.624  0.08
H -1.964 -0.177 0.348  0.04



Entry 7:
This record from the Open Molecules 2025 dataset describes the molecule C4H10N2O at a distorted geometry. The level of theory is ωB97M-V/def2-TZVPD.

Properties
SMILES string: CC(=O)NCCN
2S+1: 1
molar mass: 102.14 g mol⁻¹
total charge: 0
energy above the lowest of the compared OMol25 structures with the same formula, charge and spin: 30.8 kcal/mol

Last column: Löwdin charge in e.
Atoms and positions in Å:
C 1.495 -0.079 -1.910  -0.01
C 0.022 -0.436 -1.885  -0.53
O -0.682 -0.816 -2.790  0.06
N -0.500 -0.198 -0.612  0.01
C 0.155 -0.587 0.651  -0.18
C -0.735 0.010 1.801  -0.27
N -1.163 1.390 1.486  -0.01
H 1.789 0.333 -2.887  0.09
H 2.115 -0.972 -1.727  0.09
H 1.759 0.616 -1.133  0.06
H -1.510 -0.286 -0.620  0.13
H 1.161 -0.173 0.683  0.10
H 0.103 -1.698 0.703  0.12
H -0.181 -0.196 2.721  0.10
H -1.696 -0.512 1.683  0.11
H -1.794 1.622 2.248  0.06
H -0.338 1.981 1.587  0.07



Entry 8:
This record from the Open Molecules 2025 dataset describes the molecule C4H10N2O at a distorted geometry. The level of theory is ωB97M-V/def2-TZVPD.

Properties
SMILES string: CNCCNC=O
2S+1: 1
molar mass: 102.14 g mol⁻¹
total charge: 0
energy above the lowest of the compared OMol25 structures with the same formula, charge and spin: 32.7 kcal/mol

Last column: Löwdin charge in e.
Atoms and positions in Å:
C 1.728 -1.761 -0.585  -0.14
N 1.345 -0.384 -0.825  -0.13
C 0.988 0.387 0.351  -0.24
C -0.288 1.176 0.209  -0.20
N -1.448 0.335 0.460  0.01
C -2.692 0.808 0.184  -0.37
O -2.913 1.852 -0.392  0.02
H 0.871 -2.414 -0.387  0.07
H 2.284 -2.142 -1.444  0.07
H 2.357 -1.795 0.315  0.08
H 0.649 -0.326 -1.552  0.10
H 0.866 -0.271 1.223  0.11
H 1.811 1.056 0.597  0.11
H -0.471 1.666 -0.750  0.12
H -0.275 2.038 0.904  0.13
H -1.336 -0.325 1.213  0.13
H -3.476 0.099 0.479  0.13



Entry 9:
This record from the Open Molecules 2025 dataset describes a 2-piece molecular cluster, C4H10N2O overall. The level of theory is ωB97M-V/def2-TZVPD.

Properties
SMILES string: [H]/N=C/C.NCC=O
2S+1: 1
molar mass: 102.14 g mol⁻¹
total charge: 0
energy above the lowest of the compared OMol25 structures with the same formula, charge and spin: 55.0 kcal/mol

Last column: Löwdin charge in e.
Atoms and positions in Å:
H 0.626 1.435 -1.129  0.03
N 1.542 1.041 -0.918  0.10
C 1.650 0.410 0.159  -0.33
C 2.949 -0.187 0.561  -0.08
H 0.832 0.250 0.880  0.09
H 3.717 0.058 -0.172  0.08
H 3.237 0.186 1.545  0.08
H 2.843 -1.268 0.634  0.08
N -2.929 0.209 -0.883  0.01
C -1.876 0.386 0.104  -0.26
C -1.126 -0.920 0.248  -0.32
O -1.185 -1.653 1.200  0.05
H -3.578 -0.511 -0.583  0.08
H -2.537 -0.070 -1.779  0.07
H -2.334 0.669 1.056  0.12
H -1.222 1.191 -0.238  0.09
H -0.609 -1.227 -0.684  0.12



Entry 10:
This record from the Open Molecules 2025 dataset describes the molecule C4H10N2O at a distorted geometry. The level of theory is ωB97M-V/def2-TZVPD.

Properties
SMILES string: CCNC(=O)CN
2S+1: 1
molar mass: 102.14 g mol⁻¹
total charge: 0
energy above the lowest of the compared OMol25 structures with the same formula, charge and spin: 35.5 kcal/mol

Last column: Löwdin charge in e.
Atoms and positions in Å:
C -0.664 2.172 1.089  -0.08
C 0.494 1.208 0.899  -0.25
N 0.638 0.749 -0.469  0.04
C -0.056 -0.285 -1.063  -0.47
O -0.279 -0.297 -2.252  0.07
C -0.253 -1.596 -0.291  -0.22
N 0.524 -2.637 -0.920  0.01
H -1.213 1.998 2.018  0.07
H -1.408 1.938 0.361  0.06
H -0.414 3.223 1.041  0.07
H 1.494 1.511 1.211  0.12
H 0.315 0.342 1.548  0.10
H 1.431 1.032 -1.018  0.14
H -1.327 -1.831 -0.239  0.12
H 0.039 -1.438 0.743  0.09
H 0.187 -3.571 -0.735  0.07
H 0.491 -2.519 -1.925  0.07



no.,HOMO level (eV)
1,-8.783
2,-8.277
3,-8.660
4,-7.386
5,-9.294
6,-9.133
7,-9.194
8,-8.814
9,-9.561
10,-9.373